# 1
C52H88B2F2KN6O2P2S2SbSi3 | wB97M-V/def2-TZVPD

ORCA input file:
```
! wB97M-V def2-TZVPD RIJCOSX def2/J DEFGRID3
* xyz -2 1
K 0.77 -0.34 0.12
C 0.34 -5.77 3.27
C -0.13 -4.36 2.89
C -0.88 -3.73 4.06
C -1.12 -4.48 1.72
P 1.15 -3.09 2.21
C 2.17 -4.31 1.22
N 2.87 -3.66 0.15
B 2.82 -2.28 -0.26
N 3.74 -2.25 -1.39
C 4.19 -1.14 -2.17
P 3.83 0.47 -1.27
C 3.49 1.61 -2.76
C 4.62 1.85 -3.76
C 3.03 2.94 -2.15
C 2.29 0.98 -3.48
C 5.56 0.87 -0.58
C 6.79 0.76 -1.48
C 5.51 2.26 0.05
C 5.67 -0.14 0.57
C 4.19 -3.51 -1.67
C 4.97 -4.00 -2.70
C 5.20 -5.37 -2.78
C 4.67 -6.23 -1.83
C 3.90 -5.76 -0.78
C 3.64 -4.40 -0.70
C 2.34 -2.65 3.64
C 1.69 -1.50 4.40
C 3.61 -2.11 2.99
C 2.72 -3.79 4.59
H -0.53 -6.34 3.61
H 1.07 -5.77 4.07
H 0.76 -6.30 2.41
H -1.81 -4.27 4.24
H -1.14 -2.70 3.81
H -0.30 -3.75 4.97
H -1.95 -5.14 1.98
H -0.65 -4.87 0.83
H -1.53 -3.50 1.48
H 1.48 -5.04 0.79
H 2.87 -4.85 1.88
H 3.68 -1.14 -3.15
H 5.26 -1.24 -2.36
H 5.38 2.51 -3.34
H 4.21 2.33 -4.65
H 5.09 0.91 -4.06
H 3.84 3.42 -1.60
H 2.21 2.78 -1.46
H 2.71 3.62 -2.93
H 2.60 0.23 -4.21
H 1.73 1.75 -4.02
H 1.62 0.50 -2.76
H 6.80 1.51 -2.26
H 6.89 -0.22 -1.94
H 7.68 0.92 -0.86
H 5.66 3.04 -0.69
H 6.30 2.35 0.80
H 4.57 2.42 0.56
H 5.52 -1.16 0.24
H 4.92 0.11 1.32
H 6.66 -0.07 1.04
H 5.38 -3.34 -3.46
H 5.78 -5.77 -3.60
H 4.83 -7.30 -1.93
H 3.47 -6.45 -0.06
H 1.43 -0.70 3.71
H 2.40 -1.09 5.13
H 0.80 -1.81 4.93
H 3.35 -1.30 2.31
H 4.14 -2.88 2.44
H 4.28 -1.72 3.75
H 1.88 -4.13 5.18
H 3.49 -3.44 5.27
H 3.14 -4.64 4.04
C -7.59 3.16 1.79
O -8.28 2.04 2.29
C -7.79 0.79 1.93
C -7.07 0.54 0.77
C -6.57 -0.72 0.52
C -6.81 -1.80 1.40
C -7.60 -1.53 2.53
C -8.06 -0.27 2.80
N -6.50 -3.09 1.12
N -5.52 -3.51 0.42
C -4.34 -2.86 0.22
C -3.69 -3.16 -0.99
C -2.60 -2.46 -1.42
C -2.00 -1.44 -0.66
O -1.11 -0.65 -1.12
C -2.46 -1.35 0.71
N -1.69 -0.63 1.55
C -2.06 -0.51 2.81
C -3.20 -1.12 3.33
C -3.98 -1.89 2.50
C -3.65 -2.01 1.14
H -7.88 4.01 2.40
H -7.86 3.37 0.74
H -6.51 3.01 1.85
H -6.87 1.33 0.07
H -6.00 -0.90 -0.39
H -7.81 -2.35 3.22
H -8.64 -0.06 3.69
H -4.15 -3.90 -1.64
H -2.16 -2.66 -2.40
H -1.41 0.09 3.44
H -3.44 -1.02 4.38
H -4.84 -2.41 2.89
S 2.08 2.05 1.79
C 3.61 3.37 3.13
N 2.90 3.61 4.24
C 2.91 2.67 5.36
C 4.26 1.97 5.31
S 4.87 2.25 3.59
H 2.04 4.13 4.11
H 2.10 1.93 5.24
H 2.76 3.21 6.30
H 4.20 0.90 5.48
H 4.99 2.41 5.99
C 0.24 4.31 -4.71
Si -0.89 4.41 -3.14
C 0.02 5.59 -1.93
C -2.35 5.50 -3.78
Sb -1.27 2.01 -2.15
Si -3.40 2.80 -0.96
C -4.99 3.08 -2.02
C -3.82 1.55 0.40
C -3.18 4.47 -0.05
Si -2.45 1.22 -4.31
C -3.37 2.40 -5.54
C -1.10 0.44 -5.44
C -3.70 -0.18 -3.95
H -0.02 5.06 -5.45
H 0.16 3.34 -5.18
H 1.28 4.47 -4.44
H 0.64 6.32 -2.46
H 0.67 5.04 -1.27
H -0.68 6.14 -1.31
H -2.03 6.50 -4.07
H -3.10 5.61 -3.00
H -2.83 5.05 -4.64
H -5.26 2.18 -2.56
H -4.85 3.87 -2.74
H -5.84 3.35 -1.40
H -4.05 0.58 -0.03
H -4.67 1.83 1.02
H -2.96 1.42 1.05
H -3.27 5.31 -0.72
H -2.20 4.51 0.41
H -3.91 4.57 0.75
H -2.66 3.00 -6.10
H -4.03 3.09 -5.02
H -3.98 1.85 -6.26
H -0.44 1.20 -5.83
H -1.52 -0.09 -6.30
H -0.50 -0.27 -4.88
H -4.64 0.20 -3.58
H -3.29 -0.83 -3.18
H -3.91 -0.80 -4.82
F 0.90 4.53 1.89
B 1.01 3.30 1.32
F 0.08 3.19 0.32
*
```

HOMO-LUMO gap (eV): 4.14
Largest force on an atom (Eh/bohr): 0.04961
HOMO level (Ha): -0.0195
Energy above the lowest of the compared OMol25 structures with the same formula, charge and spin (kJ/mol): 4.0

=====

# 2
C52H90O45 | wB97M-V/def2-TZVPD

ORCA input file:
```
! wB97M-V def2-TZVPD RIJCOSX def2/J DEFGRID3
* xyz 0 1
C -1.23 5.96 -7.43
C -1.97 5.00 -6.44
C -2.04 5.64 -5.00
O -3.36 5.35 -4.64
C -4.06 5.00 -5.66
O -5.24 4.68 -5.66
O -3.34 5.01 -6.77
H -1.37 5.52 -8.41
H -0.18 6.17 -7.27
H -1.72 6.93 -7.43
H -1.55 4.00 -6.37
H -1.82 6.71 -5.06
H -1.33 5.17 -4.32
C 8.48 3.99 8.56
C 7.19 3.25 8.37
C 5.91 4.08 8.52
O 5.11 3.47 7.47
C 5.92 2.98 6.53
O 5.59 2.65 5.42
O 7.11 2.84 7.03
H 8.51 4.95 8.04
H 9.38 3.39 8.39
H 8.58 4.13 9.63
H 7.03 2.39 9.03
H 5.96 5.15 8.30
H 5.59 3.88 9.54
C 4.20 -6.77 -0.38
C 5.22 -7.91 -0.01
C 6.47 -8.03 -0.79
O 7.45 -7.31 0.03
C 6.99 -7.42 1.29
O 7.61 -7.23 2.30
O 5.67 -7.68 1.27
H 3.97 -6.78 -1.45
H 4.49 -5.77 -0.07
H 3.29 -6.97 0.18
H 4.60 -8.80 0.00
H 6.31 -7.57 -1.77
H 6.83 -9.04 -0.97
C 1.08 -2.88 6.06
C 1.72 -2.05 7.23
C 1.12 -2.26 8.62
O 2.19 -2.90 9.27
C 3.33 -2.71 8.65
O 4.46 -2.97 9.07
O 3.07 -2.42 7.40
H 1.71 -3.04 5.19
H 0.20 -2.34 5.71
H 0.82 -3.90 6.36
H 1.50 -0.99 7.08
H 0.27 -2.93 8.61
H 0.81 -1.35 9.14
C -3.29 -8.14 -1.79
C -2.91 -8.25 -3.27
C -3.49 -9.37 -4.00
O -4.11 -8.85 -5.12
C -4.01 -7.55 -5.05
O -4.52 -6.70 -5.81
O -3.41 -7.24 -3.97
H -2.81 -7.32 -1.24
H -2.99 -9.04 -1.26
H -4.36 -8.04 -1.67
H -1.83 -8.17 -3.32
H -4.27 -9.79 -3.35
H -2.77 -10.15 -4.25
C -7.57 -1.71 -11.54
C -6.87 -0.49 -10.79
C -5.52 -0.83 -10.10
O -4.69 0.20 -10.60
C -5.27 0.87 -11.56
O -4.73 1.76 -12.27
O -6.47 0.27 -11.92
H -6.90 -2.20 -12.25
H -8.42 -1.26 -12.06
H -7.94 -2.47 -10.86
H -7.45 0.12 -10.10
H -5.14 -1.71 -10.61
H -5.75 -0.87 -9.03
C 6.10 4.81 -7.05
C 5.33 4.27 -5.80
C 6.15 3.99 -4.51
O 5.43 4.59 -3.48
C 4.56 5.47 -3.98
O 3.83 6.20 -3.27
O 4.47 5.29 -5.28
H 5.40 5.49 -7.54
H 6.20 4.11 -7.87
H 7.10 5.19 -6.82
H 4.67 3.43 -6.00
H 7.10 4.52 -4.48
H 6.25 2.94 -4.24
C -10.27 -6.68 -1.75
O -11.61 -6.33 -1.71
C -12.01 -5.24 -0.99
O -11.25 -4.44 -0.47
O -13.39 -5.27 -0.86
C -13.88 -4.44 0.14
H -9.81 -6.27 -2.65
H -10.21 -7.77 -1.70
H -9.84 -6.30 -0.82
H -13.75 -3.36 0.10
H -13.42 -4.69 1.09
H -14.93 -4.71 0.27
C 9.23 -1.07 1.67
O 10.49 -0.29 1.61
C 11.12 -0.08 0.44
O 10.60 -0.31 -0.65
O 12.33 0.44 0.64
C 13.20 0.75 -0.48
H 8.74 -1.16 2.64
H 9.26 -2.12 1.36
H 8.48 -0.68 0.98
H 12.71 1.42 -1.18
H 13.48 -0.14 -1.04
H 14.04 1.31 -0.07
C 7.05 11.39 7.75
O 6.37 10.44 6.97
C 6.93 9.99 5.82
O 8.10 10.06 5.46
O 6.03 9.22 5.20
C 6.20 8.56 3.97
H 6.43 11.64 8.61
H 7.22 12.31 7.18
H 7.96 11.07 8.25
H 7.25 8.27 3.99
H 6.14 9.31 3.18
H 5.65 7.67 3.66
C 0.63 0.20 -0.51
O -0.71 0.36 -0.58
C -1.52 -0.66 -0.73
O -1.20 -1.84 -0.44
O -2.69 -0.28 -1.03
C -3.77 -1.19 -1.27
H 0.87 -0.54 0.25
H 1.06 1.16 -0.21
H 1.17 -0.08 -1.42
H -3.45 -2.22 -1.44
H -4.29 -0.76 -2.12
H -4.54 -1.13 -0.50
C -4.40 9.37 -0.04
O -3.28 8.52 0.19
C -3.23 7.66 1.26
O -4.09 7.54 2.13
O -2.06 7.05 1.27
C -1.64 6.07 2.17
H -4.14 10.40 -0.30
H -5.02 9.42 0.86
H -5.05 8.94 -0.80
H -0.60 5.76 2.06
H -2.30 5.21 2.10
H -1.70 6.21 3.25
C -6.05 -5.28 5.25
O -6.70 -5.71 6.45
C -6.14 -5.55 7.72
O -5.05 -4.98 7.96
O -7.03 -6.19 8.58
C -6.70 -6.16 9.98
H -4.98 -5.48 5.16
H -6.22 -4.21 5.14
H -6.57 -5.69 4.38
H -7.59 -6.59 10.44
H -6.53 -5.11 10.22
H -5.81 -6.69 10.30
C -8.07 2.73 2.17
O -7.38 1.76 2.91
C -6.76 2.08 4.00
O -6.86 3.15 4.63
O -5.99 1.06 4.37
C -5.40 1.05 5.67
H -8.13 2.47 1.12
H -7.59 3.71 2.15
H -9.07 2.72 2.61
H -4.73 0.19 5.72
H -6.11 0.93 6.49
H -4.69 1.86 5.78
C 0.91 -1.92 -6.10
O 2.23 -1.48 -6.03
C 3.25 -2.28 -6.24
O 3.24 -3.47 -6.59
O 4.40 -1.56 -5.96
C 5.73 -2.10 -6.14
H 0.85 -2.29 -7.13
H 0.21 -1.08 -6.03
H 0.72 -2.72 -5.39
H 6.39 -1.66 -5.39
H 6.12 -1.67 -7.06
H 5.78 -3.19 -6.13
*
```

HOMO-LUMO gap (eV): 10.33
Largest force on an atom (Eh/bohr): 0.13396
HOMO level (Ha): -0.3848